ORCA calculation (wB97M-V/def2-TZVPD) on 5 unconnected molecules or ions with the total composition C43H88FO13P at a distorted geometry.

Output
Relative energy (zero: lowest compared OMol25 entry of this formula, charge and spin) = 10.342 eV
Structure (SMILES) = CCCCCCCCCCCCCCCCCCCCP(CCCF)OCCCC.CCOC(=O)OC.CCOC(=O)OC.CCOC(=O)OC.CCOC(=O)OC
LUMO energy = 0.01949 Ha
E_HOMO = -0.2963 hartree
DFT total energy = -3110.11545 a.u.

Geometry as ORCA input:
```
! RIJCOSX wB97M-V def2-TZVPD def2/J DEFGRID3
* xyz 0 1
P -0.474 2.735 -2.914
F 1.341 -2.303 -4.454
O 4.783 3.000 5.539
O 5.889 4.606 6.550
O 4.582 3.202 7.816
O 4.194 -3.651 -7.031
O 4.494 11.116 5.095
O 4.741 -5.712 -7.556
O -4.361 -8.902 -4.530
O 5.041 9.054 4.570
O 0.025 3.204 -1.304
O 3.754 9.410 6.441
O -2.711 -8.924 -6.125
O -2.495 -7.819 -4.121
O 3.454 -5.356 -5.685
C -2.643 -2.795 2.051
C 3.510 3.105 0.700
C -7.108 2.770 0.407
C -0.111 -4.131 -0.665
C -5.556 2.375 2.663
C -2.861 -4.190 -0.330
C 0.115 -1.522 -4.078
C 0.986 -1.395 0.851
C 1.682 -2.875 0.972
C -6.712 1.787 1.661
C 3.645 7.071 4.368
C 3.751 12.021 5.909
C 0.633 -4.132 0.805
C 1.337 2.643 -0.948
C -4.070 -2.508 2.802
C 2.831 2.573 2.115
C -1.475 -5.027 -0.541
C -6.704 2.083 -1.062
C -2.714 -2.732 0.398
C 4.375 9.820 5.472
C -4.140 1.545 2.655
C 5.031 3.571 6.742
C 4.075 -4.946 -6.654
C -4.719 -1.028 2.535
C 2.300 3.787 -0.218
C -1.289 -6.211 -5.494
C 3.345 -7.695 -7.758
C -0.762 0.829 -3.019
C 3.451 -2.746 -6.217
C 3.969 1.832 5.615
C 4.687 -7.126 -7.330
C 0.511 0.068 -3.789
C 6.293 5.306 7.733
C -2.187 3.518 -3.326
C -4.188 0.146 3.563
C 4.987 7.640 4.796
C -3.211 3.159 -2.097
C -4.315 1.985 -2.440
C -1.193 -7.362 -4.508
C -5.120 1.645 -1.043
C -3.143 -8.590 -5.032
C 7.335 4.515 8.505
C -5.186 -9.632 -5.437
H 5.479 -7.575 -7.939
H -5.892 -1.135 2.733
H 4.913 -7.362 -6.284
H -6.082 -9.952 -4.898
H 3.994 11.894 6.969
H 0.161 -1.182 1.670
H -2.040 4.700 -3.305
H 4.335 3.913 0.948
H -2.325 -3.904 2.330
H -4.841 -3.360 2.484
H -1.587 -5.606 -1.580
H 4.019 13.040 5.616
H 2.557 -3.032 0.187
H 1.673 2.784 2.052
H 2.998 1.421 2.281
H 3.713 1.529 4.596
H 0.664 0.666 -4.802
H 0.633 -4.706 -1.400
H 1.141 1.810 -0.123
H -1.832 -2.083 2.515
H 3.123 -7.421 -8.794
H -4.876 0.246 4.517
H 3.338 -8.785 -7.668
H 2.680 11.880 5.738
H 1.667 4.478 0.505
H 3.423 7.345 3.331
H 7.706 5.090 9.358
H -0.298 -5.808 -5.718
H -5.490 -8.985 -6.264
H 3.256 3.221 2.992
H 6.730 6.256 7.406
H -4.672 -10.524 -5.811
H -0.950 0.353 -1.963
H -1.846 -2.055 0.000
H -7.368 1.125 -1.255
H 2.380 -2.886 -6.388
H -2.593 3.225 -4.390
H 1.867 2.093 -1.841
H -4.617 -0.625 1.441
H -3.721 -2.138 0.154
H -3.326 2.244 3.177
H -3.978 -2.620 3.987
H -4.993 0.503 -0.738
H -2.552 2.805 -1.188
H -0.151 -4.231 1.669
H -3.060 -0.087 3.828
H -0.700 -1.532 -4.950
H 1.492 0.103 -3.134
H -3.758 0.988 -2.780
H 6.922 3.573 8.880
H -3.830 4.096 -1.694
H -1.390 -5.899 0.271
H -6.468 0.713 1.217
H 2.830 7.470 4.981
H 5.779 7.191 4.187
H -3.550 -4.852 0.386
H 8.178 4.255 7.857
H 4.528 1.020 6.089
H -7.686 1.636 2.324
H -1.918 -5.411 -5.092
H 4.003 2.252 0.062
H 2.170 -2.992 2.049
H -1.728 0.671 -3.700
H -8.292 2.879 0.386
H 1.847 -0.602 1.012
H -4.603 2.277 -0.196
H 1.301 -5.120 0.857
H 5.424 5.549 8.356
H 2.817 4.506 -0.990
H -6.679 3.865 0.497
H 2.530 -7.296 -7.145
H -0.594 -8.189 -4.906
H -0.253 -3.065 -1.133
H -1.749 -6.531 -6.435
H -3.704 1.350 1.562
H 3.039 2.029 6.158
H 3.719 -1.727 -6.510
H 3.638 5.982 4.458
H 5.213 7.405 5.842
H -5.090 2.331 -3.247
H -0.413 -2.018 -3.137
H -5.324 3.490 2.319
H 0.530 -1.202 -0.224
H 3.694 -2.873 -5.157
H -3.488 -4.023 -1.315
H -5.949 2.479 3.782
H -0.695 -7.015 -3.596
H -6.854 2.870 -1.946
*
```



ORCA calculation (wB97M-V/def2-TZVPD) on 11 unconnected molecules or ions with the total composition C43H89F3NO20S8 at a distorted geometry.

Output
LUMO energy = 0.06365 Ha
E_HOMO = -0.1269 hartree
DFT total energy = -6736.15735 a.u.

Geometry as ORCA input:
```
! RIJCOSX wB97M-V def2-TZVPD def2/J DEFGRID3
* xyz -1 1
S -4.822 -3.608 6.004
S 1.193 6.138 -6.615
S 8.454 -1.450 4.230
S 0.394 -8.619 -5.801
S 6.496 -0.762 -5.797
S -0.248 12.095 1.663
S -5.418 -11.746 3.156
S 1.031 2.001 10.639
F 0.899 2.786 1.408
F 1.895 1.057 2.256
F -0.261 1.069 2.138
O -3.472 -3.122 6.286
O 0.252 11.523 0.364
O -6.376 -10.657 3.346
O -5.361 -4.817 6.652
O -0.176 1.316 11.102
O 0.996 3.161 9.668
O 5.195 -0.318 -6.402
O 1.359 -0.581 0.076
O -2.915 1.060 -8.826
O -0.141 0.774 -0.961
O -5.791 -13.054 2.678
O 0.140 -7.184 -5.755
O 0.182 13.395 2.161
O 7.200 -1.928 -6.241
O 0.762 4.957 -7.292
O 0.998 -9.290 -4.663
O -5.804 3.089 -1.074
O 8.113 -2.343 3.148
O 8.852 -1.973 5.564
O 2.418 6.116 -5.829
N -1.905 -0.772 -6.844
C 7.225 -0.120 4.370
C 0.861 1.429 1.467
C 0.653 -1.607 0.716
C 9.258 1.113 3.646
C -6.019 -2.301 3.981
C 3.253 1.093 11.996
C 6.252 -0.790 -3.992
C -3.312 -0.740 -7.309
C -2.114 12.089 1.880
C 3.462 0.710 10.452
C -0.994 -9.490 -7.868
C 0.013 10.758 2.939
C -5.068 5.308 -0.446
C -6.006 -1.399 5.159
C -3.667 0.671 -7.685
C -4.028 -11.130 2.107
C 7.959 1.167 4.490
C -5.788 4.091 -0.062
C -5.196 -3.605 4.163
C -4.217 -1.295 -6.220
C 1.494 -2.892 0.861
C 9.844 -0.331 3.760
C -1.348 10.448 3.627
C -1.229 -9.342 -6.357
C 7.647 0.714 -5.835
C 0.575 8.726 -7.187
C -2.824 -11.062 3.090
C -7.212 4.207 0.540
C 2.085 0.686 9.859
C 0.841 0.783 0.030
C 0.336 -10.116 -8.043
C -2.356 11.599 3.364
C -4.453 -11.885 4.683
C -2.975 -12.083 4.239
C -3.373 2.247 -9.528
C -0.120 6.874 -5.540
C 1.201 7.543 -7.906
C -5.902 -2.201 6.461
C 6.778 0.610 -3.511
C -0.532 8.165 -6.229
C 2.321 2.310 12.025
C 1.325 -9.147 -7.315
C 8.057 0.853 -4.357
H 1.675 1.298 -0.448
H 0.567 -10.225 -9.102
H -1.831 9.540 3.266
H -5.083 -0.828 5.055
H -3.477 3.099 -8.856
H 6.853 0.644 -2.424
H -1.992 -8.633 -6.035
H -1.331 -10.352 -5.960
H -0.636 8.906 -5.436
H -4.444 -10.925 5.198
H -5.249 -1.170 -6.549
H -2.329 -11.784 5.063
H -3.234 -1.415 -8.161
H 0.422 9.983 2.290
H 8.865 0.169 -4.094
H 10.065 -0.669 2.748
H 0.193 9.426 -7.930
H 2.906 3.172 11.704
H 3.916 -0.279 10.389
H -4.851 -12.754 5.207
H -5.145 3.605 0.673
H -0.828 6.054 -5.417
H 1.427 -8.237 -7.906
H 6.583 -0.402 5.205
H -1.469 8.022 -6.768
H -7.243 4.846 1.423
H -2.819 2.406 -10.453
H 9.102 1.289 2.582
H -2.538 13.080 1.717
H 1.276 9.306 -6.587
H 2.240 -2.760 1.645
H -4.384 1.988 -9.844
H -4.352 -10.164 1.721
H -0.258 -1.914 0.203
H 10.668 -0.493 4.455
H 0.317 7.043 -4.556
H 2.327 -9.525 -7.111
H -3.391 11.289 3.503
H -5.543 -1.798 7.408
H 6.938 -1.563 -3.646
H 6.964 1.519 -6.109
H 8.279 1.271 5.527
H -1.318 10.278 4.704
H 0.419 -11.069 -7.520
H -1.846 -11.229 2.639
H -4.105 -0.740 -5.288
H 1.994 0.759 8.776
H 5.256 -1.179 -3.783
H -1.758 -10.149 -8.282
H 1.416 -0.160 10.013
H -1.068 -8.555 -8.424
H 1.894 -3.334 -0.051
H -1.802 -0.129 -6.072
H 2.749 0.336 12.597
H -6.871 -2.659 6.656
H -2.775 -10.007 3.358
H -3.597 1.404 -6.881
H -5.651 -1.850 3.059
H -7.594 3.240 0.867
H 8.399 0.602 -6.617
H -2.746 -13.106 3.938
H 0.864 10.987 3.580
H 0.443 -1.415 1.769
H 4.059 1.397 9.851
H -4.002 5.094 -0.375
H 9.970 1.838 4.040
H -2.436 11.459 1.051
H -3.896 -2.313 -6.004
H 6.715 -0.234 3.413
H 0.830 -3.717 1.121
H -5.332 6.142 0.205
H 7.383 2.065 4.266
H 0.543 7.383 -8.760
H -7.077 -2.498 3.808
H -7.867 4.714 -0.168
H -4.698 0.603 -8.033
H 5.977 1.329 -3.681
H 8.475 1.859 -4.322
H 1.751 2.562 12.920
H -2.126 12.474 3.972
H -5.779 -4.517 4.031
H 2.200 7.671 -8.323
H 4.212 1.284 12.478
H -4.288 -3.647 3.561
H -5.419 5.517 -1.457
H -6.841 -0.711 5.022
H -4.920 2.746 -1.221
H -1.748 -1.634 -6.341
H -3.996 -11.928 1.365
*
```